(1)
# C2H9N3O

A 2-piece molecular cluster, C2H9N3O overall (ωB97M-V with the def2-TZVPD basis set, OMol25).

XYZ file:
```
15
Properties=species:S:1:pos:R:3:mulliken_charge:R:1
N 4.40028 1.60287 -2.15120 -0.3587
C 4.37977 2.87850 -1.64494 0.1826
O 4.80980 3.75692 -2.35923 -0.5424
H 3.96041 0.83459 -1.66910 0.2034
H 4.55145 1.35849 -3.11532 0.2245
H 3.88469 2.99493 -0.67808 0.2906
N -3.43591 -2.48298 1.64145 -0.5450
C -2.95424 -1.10614 1.60207 -0.2583
N -2.16225 -0.70526 0.44153 -0.6046
H -4.40495 -2.59569 1.39072 0.2268
H -3.26795 -3.05261 2.45445 0.2014
H -3.84160 -0.46076 1.60054 0.2394
H -2.24182 -0.88858 2.43751 0.3048
H -1.22895 -1.09338 0.52200 0.2329
H -2.44872 -1.04090 -0.47239 0.2026
```

orbital gap = 10.21 eV
lowest unoccupied orbital energy = 0.033 hartree
charge = 0

---

(2)
# C2H9N3O

A 2-piece molecular cluster, C2H9N3O overall (ωB97M-V with the def2-TZVPD basis set, OMol25).

XYZ file:
```
15
Properties=species:S:1:pos:R:3:mulliken_charge:R:1
H -1.03031 0.03117 -1.88503 0.1650
N -0.44012 -0.06389 -1.06558 -0.5555
C -1.03111 0.29925 0.00577 0.4387
N -2.26930 0.89736 0.11850 -0.4342
N -0.41218 0.16554 1.23184 -0.2859
C 0.83489 -0.57558 1.22186 -0.9309
H -2.79438 0.74402 0.95785 0.2101
H -2.79246 1.15559 -0.69308 0.1973
H -0.47713 0.95521 1.85096 0.2571
H 0.63917 -1.48891 0.67674 0.3578
H 1.69234 -0.03281 0.82725 0.3347
H 1.14135 -0.74490 2.25155 0.2707
O 2.78921 -0.57216 -1.23108 -0.6641
H 2.91996 -1.09739 -2.02445 0.2975
H 1.82677 -0.50165 -1.13583 0.3417
```

orbital gap = 9.98 eV
lowest unoccupied orbital energy = 0.031 hartree
charge = 0

---

Which of them is most stable? Easy: (2).

---

(1)
# C3H7NS3

A 3-piece molecular cluster, C3H7NS3 overall (ωB97M-V with the def2-TZVPD basis set, OMol25).

XYZ file:
```
14
Properties=species:S:1:pos:R:3:mulliken_charge:R:1
C -0.18443 -1.35380 -1.73961 -0.6380
C 0.20819 0.71972 0.15959 0.4935
C -0.99543 1.13856 0.99101 -0.7944
H 0.55874 -1.84296 -0.81736 0.2495
H -1.48855 -2.05973 -2.02734 0.2532
H 0.39243 -1.38985 -3.06454 0.2315
H -1.58238 2.02979 0.60781 0.2790
H -0.52941 1.54081 1.79401 0.4235
H -1.51123 -0.47966 2.55173 0.1329
H 3.31256 0.06422 1.23018 0.1925
N 1.35496 0.90395 0.67168 -0.4441
S -0.12559 0.41380 -1.61144 -0.0284
S -2.19657 -0.04070 1.42691 -0.1897
S 2.78673 0.35584 -0.17265 -0.1608
```

orbital gap = 8.92 eV
lowest unoccupied orbital energy = 0.003 hartree
charge = 0

---

(2)
# C3H7NS3

One molecule with the formula C3H7NS3 (ωB97M-V with the def2-TZVPD basis set, OMol25).

XYZ file:
```
14
Properties=species:S:1:pos:R:3:mulliken_charge:R:1
C 1.24651 -1.94908 1.50947 0.0903
C -1.68993 -1.02457 -0.83265 -0.9355
C 1.01267 2.15747 0.51055 -0.1078
N 0.23475 -1.97599 0.72455 -0.4112
S 2.27350 -0.64655 1.84772 -0.3981
S 0.02520 -0.68667 -0.33814 0.2904
S -0.68056 1.59658 0.04396 -0.0986
H 1.51173 -2.86544 2.13525 0.2900
H -2.16518 -1.50462 -0.06045 0.3337
H -1.60792 -1.68551 -1.64927 0.3334
H -2.13689 -0.05555 -1.03622 0.3907
H 1.42588 2.61004 -0.45069 0.2730
H 1.40225 1.21418 0.98841 -0.3581
H 0.85188 2.93433 1.30559 0.3079
```

orbital gap = 6.59 eV
lowest unoccupied orbital energy = -0.064 hartree
charge = 0

---

(3)
# C3H7NS3

One molecule with the formula C3H7NS3 (ωB97M-V with the def2-TZVPD basis set, OMol25).

XYZ file:
```
14
Properties=species:S:1:pos:R:3:mulliken_charge:R:1
C 2.66957 -0.07493 0.90147 -0.8021
S 2.35039 0.45846 -0.86981 -0.0201
C 0.60352 0.71218 -0.76267 -0.7653
S -0.47045 -0.83754 -0.67666 -0.1612
C -1.96967 -0.08674 -0.29167 0.4879
N -2.96642 -1.01516 -0.16935 -0.4413
S -2.27593 1.57557 -0.14504 -0.3704
H 2.63236 0.81094 1.57187 0.2707
H 1.92148 -0.76449 1.19311 0.2700
H 3.60526 -0.59501 0.85175 0.3248
H 0.35676 1.29348 0.10083 0.3766
H 0.13745 1.20404 -1.60392 0.4030
H -2.72982 -2.03335 -0.14401 0.2078
H -3.86449 -0.64746 0.04410 0.2196
```

orbital gap = 9.02 eV
lowest unoccupied orbital energy = 0.019 hartree
charge = 0

---

Which of them is most stable? Easy: (3).